No. 1
The following is a quantum chemistry calculation of C39H49As3HgN6S as an isolated structure, from the Open Molecules 2025 dataset.

- multiplicity = 2
- <S²> = 0.77
- energy relative to the best compared isomer or geometry (same formula, charge and spin) (kcal per mole) = 13.2
- frontier orbital gap (alpha / beta) (eV) = 4.38 / 6.43
- charge = -1
- F_max (eV Å⁻¹) = 0.772
- lowest unoccupied orbital energy (alpha / beta) (eV) = 2.2294 / 2.2293

Atoms and positions in Å:
Hg 0.8652 0.9626 0.1493
N -0.7884 5.1547 -1.0047
C -0.5466 3.8479 -0.5579
S 0.3742 2.8431 -1.6543
N -1.0566 3.5555 0.5882
N -0.9240 2.2755 1.0505
C -1.3582 2.0327 2.3016
C -2.0979 3.0453 3.1053
C -1.6444 3.3976 4.3807
C -2.3017 4.3543 5.1448
C -3.4319 4.9886 4.6477
C -3.8953 4.6515 3.3808
C -3.2369 3.6964 2.6187
C -1.0276 0.7758 2.9018
C -1.6900 0.3029 4.0748
C -1.3287 -0.8823 4.6500
C -0.2811 -1.6416 4.0866
C 0.3067 -1.1458 2.9437
N -0.0425 -0.0082 2.3383
H -0.0851 5.5045 -1.6317
H -1.0488 5.7865 -0.2605
H -0.7513 2.9184 4.7662
H -1.9217 4.6118 6.1281
H -3.9450 5.7381 5.2406
H -4.7768 5.1431 2.9815
H -3.6036 3.4445 1.6336
H -2.4989 0.8866 4.4925
H -1.8443 -1.2370 5.5352
H 0.0546 -2.5716 4.5263
H 1.1202 -1.6862 2.4739
C -3.5721 -1.1199 -0.1158
As -1.9748 -0.3596 -0.9898
C -2.9163 1.2073 -1.6831
C -2.0043 -1.3440 -2.7201
C -1.3042 -2.7111 -2.8589
C -1.4189 -3.1161 -4.3407
C 0.2121 -2.6656 -2.5642
As 0.9268 -2.2779 -0.7567
C 2.7756 -2.8373 -1.1290
C 0.5021 -3.9699 0.1700
C -1.9891 -3.7607 -1.9477
As -3.5097 -4.8046 -2.6478
C -4.9398 -3.4566 -2.6496
C -3.9787 -5.5583 -0.8945
H -4.3896 -1.2389 -0.8286
H -3.8709 -0.4081 0.6542
H -3.3605 -2.0716 0.3724
H -3.7589 0.9202 -2.3162
H -2.2166 1.8254 -2.2441
H -3.2746 1.7910 -0.8352
H -1.5548 -0.6364 -3.4249
H -3.0540 -1.4578 -3.0069
H -0.8587 -2.4188 -4.9691
H -2.4596 -3.1073 -4.6719
H -1.0220 -4.1218 -4.5020
H 0.6597 -1.8936 -3.1900
H 0.6498 -3.6229 -2.8647
H 2.8067 -3.8253 -1.5930
H 3.3110 -2.8744 -0.1796
H 3.2690 -2.1153 -1.7752
H 0.6785 -4.8348 -0.4723
H -0.5260 -3.9831 0.5302
H 1.1647 -4.0359 1.0338
H -2.2913 -3.2950 -1.0079
H -1.2712 -4.5429 -1.6938
H -4.8561 -2.7942 -3.5114
H -4.9209 -2.8629 -1.7349
H -5.8942 -3.9803 -2.7137
H -3.1879 -6.2233 -0.5461
H -4.9018 -6.1328 -0.9722
H -4.1175 -4.7601 -0.1621
C 2.8898 1.6116 0.8738
C 3.4398 0.8057 1.9554
C 3.1715 1.0968 3.3058
C 3.7004 0.3394 4.3296
C 4.5190 -0.7597 4.0523
C 4.7769 -1.0831 2.7157
C 4.2455 -0.3223 1.6969
C 5.0894 -1.5448 5.1094
N 5.5476 -2.1770 5.9574
H 3.4897 1.5893 -0.0323
H 2.6444 2.6296 1.1588
H 2.5213 1.9350 3.5335
H 3.4880 0.5913 5.3612
H 5.4009 -1.9416 2.4943
H 4.4411 -0.5878 0.6620
N 2.1388 0.3164 -2.5887
C 2.8651 1.0743 -3.0428
C 3.7220 2.0729 -3.6255
C 3.4167 3.4203 -3.4459
C 4.2471 4.3845 -3.9958
C 5.3719 4.0115 -4.7178
C 5.6722 2.6677 -4.8929
C 4.8502 1.6954 -4.3473
H 2.5331 3.6818 -2.8692
H 4.0182 5.4328 -3.8564
H 6.0193 4.7696 -5.1427
H 6.5509 2.3771 -5.4546
H 5.0744 0.6433 -4.4726


No. 2
The following is a quantum chemistry calculation of a 2-piece molecular cluster, C3H4ClF2O4S overall at a distorted geometry, from the Open Molecules 2025 dataset.

- multiplicity = 1
- energy relative to the best compared isomer or geometry (same formula, charge and spin) (kcal per mole) = 16.6
- frontier orbital gap (eV) = 9.54
- charge = -1
- F_max (eV Å⁻¹) = 4.593
- lowest unoccupied orbital energy (eV) = 3.4080

Atoms and positions in Å:
C -0.3235 1.2451 0.5136
C 0.8614 1.4526 -0.3841
C 0.8873 0.2615 0.4557
O 1.8666 -2.0043 -0.5448
O -0.2341 -2.0734 0.7924
O -0.1896 -1.1353 -1.4905
O -2.4599 -0.7144 -0.1336
F 0.8980 1.3515 -1.7744
F 1.5760 2.5355 -0.0468
S 0.5615 -1.4151 -0.2841
Cl 2.0063 0.1894 1.8360
H -1.2035 0.5878 0.3136
H -0.2915 1.8594 1.4383
H -2.0723 -0.8978 -1.0080
H -1.8828 -1.2425 0.3167